DFT (the ωB97M-V functional and the def2-TZVPD basis) results for 15 unconnected molecules or ions with the total composition C30H90O15.

Structure (XYZ):
```
135
Properties=species:S:1:pos:R:3:forces:R:3:lowdin_charge:R:1
C 3.83204 3.43447 -26.37718 -0.1 -0.5 0.3 -0.09
C 3.00916 4.67731 -26.21647 -0.2 0.4 0.3 -0.33
O 3.77028 5.79246 -26.68708 0.0 -0.1 -0.1 -0.08
H 4.73447 3.47932 -25.76784 0.1 0.1 -0.1 0.08
H 4.09554 3.23252 -27.41401 0.0 0.1 0.0 0.07
H 3.25029 2.58971 -25.99667 0.1 0.0 -0.1 0.06
H 2.75613 4.81415 -25.15574 0.1 0.0 -0.1 0.10
H 2.04762 4.60819 -26.73903 0.1 -0.1 -0.1 0.10
H 3.23187 6.58428 -26.60955 0.0 0.0 0.0 0.08
C -0.79414 -4.44856 -29.04806 -0.2 -0.4 0.4 -0.07
C -0.78375 -4.81220 -27.56121 -0.2 0.3 0.1 -0.27
O -1.28957 -3.77645 -26.69780 0.0 0.0 -0.3 -0.13
H -0.22696 -3.54292 -29.24824 0.0 0.0 0.0 0.04
H -1.82175 -4.32289 -29.39853 0.0 0.1 0.0 0.06
H -0.36154 -5.28335 -29.60901 0.0 0.1 0.0 0.08
H 0.23481 -4.98805 -27.21700 0.0 -0.1 0.0 0.11
H -1.38033 -5.71337 -27.39211 0.1 -0.1 0.0 0.11
H -2.25842 -3.74711 -26.77711 0.2 -0.3 -0.1 0.05
C 2.33413 -2.32016 -28.73926 -0.1 -0.4 0.1 -0.10
C 2.72323 -2.66032 -30.16700 -0.1 0.3 -0.1 -0.32
O 3.90154 -3.44926 -30.23282 0.0 0.0 0.0 -0.07
H 2.42329 -3.24307 -28.15963 0.0 0.1 0.1 0.08
H 1.29086 -2.00297 -28.66635 0.1 0.1 -0.1 0.04
H 2.95800 -1.54942 -28.28436 0.1 0.0 0.0 0.08
H 2.84475 -1.76623 -30.79265 -0.1 0.0 0.1 0.11
H 1.92364 -3.24701 -30.62270 0.1 -0.1 0.0 0.10
H 4.64266 -2.89531 -29.96879 0.0 -0.1 0.0 0.08
C 1.77704 -0.50928 -25.14960 -0.2 0.1 -0.6 -0.06
C 0.53028 -1.25807 -25.57159 -0.1 -0.1 0.0 -0.28
O 0.61256 -2.61471 -25.10011 -0.5 0.3 0.0 -0.12
H 2.65656 -0.90618 -25.65723 0.1 -0.2 0.2 0.08
H 1.89413 -0.56338 -24.06984 0.2 0.0 0.1 0.07
H 1.69850 0.53817 -25.46097 -0.1 0.0 0.2 0.06
H 0.42051 -1.26454 -26.66372 0.0 0.0 0.1 0.09
H -0.35061 -0.73817 -25.16365 0.0 -0.3 0.0 0.10
H -0.16391 -3.10905 -25.44843 0.5 0.3 0.0 0.06
C -1.25688 2.58496 -25.69658 -0.5 0.6 -0.2 -0.08
C -0.83834 2.96915 -24.29441 0.0 -0.6 -0.3 -0.33
O 0.48145 3.46407 -24.38047 0.1 -0.1 0.3 -0.08
H -0.63779 1.77585 -26.07886 0.0 -0.1 0.0 0.06
H -1.16088 3.44670 -26.36399 0.1 -0.1 0.0 0.08
H -2.31426 2.30875 -25.72510 0.1 -0.2 0.0 0.06
H -0.89260 2.04503 -23.69348 0.1 0.3 0.2 0.09
H -1.51759 3.70884 -23.85349 0.0 0.0 0.0 0.12
H 0.86788 3.42524 -23.49159 0.0 0.1 0.0 0.05
C 1.51099 1.91761 -28.47627 -0.4 0.2 -0.5 -0.07
C 0.71579 0.88283 -29.23444 -0.2 -0.5 -0.1 -0.32
O -0.11710 1.54659 -30.19037 0.2 0.0 0.1 -0.08
H 2.03973 1.46820 -27.64213 0.1 0.0 0.1 0.05
H 0.83926 2.70241 -28.12596 0.0 -0.1 0.3 0.07
H 2.21220 2.41432 -29.14906 0.1 -0.1 0.1 0.09
H 0.08620 0.26693 -28.56703 0.1 0.3 0.1 0.08
H 1.38975 0.16787 -29.72899 0.0 0.2 -0.1 0.10
H -0.53251 0.88731 -30.75303 0.0 0.0 0.0 0.07
C -3.42015 0.14545 -23.76149 0.1 -0.1 0.2 -0.08
C -4.07435 1.05049 -22.75113 0.3 -0.1 0.8 -0.29
O -4.08078 0.39629 -21.44877 -0.1 0.4 -0.9 -0.09
H -3.39600 0.67728 -24.70998 0.1 -0.1 -0.1 0.06
H -3.95679 -0.79070 -23.89657 -0.2 0.0 0.0 0.06
H -2.40375 -0.09816 -23.43954 0.0 0.1 -0.1 0.06
H -5.08754 1.31896 -23.06932 0.0 -0.1 0.2 0.11
H -3.47600 1.97054 -22.68805 -0.2 0.0 0.0 0.10
H -4.25791 1.06484 -20.77921 0.0 0.0 0.0 0.08
C -4.40327 -3.80579 -24.88433 -0.1 -0.5 0.3 -0.08
C -4.94139 -3.88391 -26.29227 0.1 0.5 -0.2 -0.28
O -3.99782 -4.57798 -27.12816 0.0 0.0 0.2 -0.10
H -4.32464 -4.80161 -24.43603 0.0 0.1 -0.1 0.08
H -5.08684 -3.23195 -24.25516 0.1 0.1 -0.1 0.08
H -3.41717 -3.34435 -24.84420 0.0 0.1 -0.1 0.07
H -5.07249 -2.86388 -26.68187 -0.1 -0.1 0.0 0.11
H -5.90708 -4.39050 -26.31985 0.0 -0.1 0.0 0.11
H -4.37154 -4.66639 -28.01033 0.0 0.0 0.0 0.09
C -0.99764 -5.52396 -22.56494 -0.2 0.2 0.9 -0.09
C -1.32761 -6.44939 -23.69978 0.0 0.2 -0.6 -0.32
O -1.92659 -7.64004 -23.19067 0.1 0.2 0.0 -0.07
H -0.53904 -4.59582 -22.90573 0.1 -0.1 -0.2 0.05
H -0.33436 -5.99142 -21.83076 0.2 -0.1 -0.3 0.08
H -1.88005 -5.24984 -21.97338 -0.1 -0.1 -0.3 0.08
H -0.41002 -6.64998 -24.27966 -0.1 -0.3 0.2 0.11
H -1.99587 -5.94874 -24.41612 -0.1 0.0 0.2 0.10
H -2.40713 -8.07780 -23.89828 0.1 0.0 0.0 0.08
C -0.57285 1.67473 -20.57339 0.1 0.6 0.0 -0.06
C 0.75793 1.66366 -21.32133 -0.2 -0.3 0.5 -0.30
O 1.17594 2.98485 -21.67340 0.0 -0.2 -0.1 -0.09
H -0.87595 0.69807 -20.20108 0.1 -0.1 -0.1 0.06
H -1.35830 2.09458 -21.20794 0.0 -0.2 0.0 0.06
H -0.48721 2.34010 -19.70492 0.0 -0.1 -0.1 0.08
H 0.68032 1.09358 -22.24767 0.1 0.1 -0.1 0.10
H 1.51639 1.17267 -20.69848 0.0 0.1 -0.2 0.12
H 1.50548 3.43174 -20.88880 0.0 0.0 0.0 0.10
C -0.47232 -2.06790 -21.40238 0.1 -0.1 -0.3 -0.08
C -1.79582 -1.98775 -20.67255 0.3 -0.2 -0.5 -0.32
O -1.63700 -2.26374 -19.28737 0.0 0.2 0.2 -0.07
H -0.61117 -1.91617 -22.47916 0.0 0.1 0.1 0.07
H -0.02446 -3.05466 -21.29034 0.1 0.0 0.2 0.05
H 0.22498 -1.31053 -21.04034 0.0 -0.1 0.1 0.07
H -2.48618 -2.70867 -21.11915 -0.2 0.1 0.0 0.11
H -2.19948 -0.98757 -20.82367 -0.3 -0.1 0.3 0.07
H -2.00251 -3.13088 -19.10606 0.0 0.0 0.1 0.08
C 3.71062 -4.73648 -21.89929 0.2 0.1 0.4 -0.08
C 2.52725 -4.41737 -22.76524 -0.3 0.2 -0.2 -0.30
O 2.85818 -3.34945 -23.65710 -0.4 -0.2 0.1 -0.11
H 4.62543 -4.81044 -22.48805 0.0 -0.1 -0.1 0.07
H 3.54527 -5.67710 -21.37111 0.1 0.0 -0.1 0.08
H 3.86298 -3.96310 -21.14249 0.0 0.0 -0.1 0.08
H 1.68438 -4.10539 -22.13994 0.0 -0.1 0.0 0.09
H 2.22387 -5.31929 -23.31456 0.0 0.2 -0.1 0.11
H 2.03781 -3.02029 -24.09176 0.4 -0.3 0.1 0.05
C 4.66124 2.78375 -22.42916 -0.2 0.6 -0.2 -0.09
C 4.65638 1.29401 -22.51707 -0.1 -0.5 -0.4 -0.34
O 5.47000 0.88031 -23.60644 -0.1 -0.2 0.4 -0.09
H 4.18671 3.20974 -23.31757 0.0 0.0 0.0 0.06
H 5.66324 3.20978 -22.37969 0.1 -0.1 0.2 0.08
H 4.06561 3.09219 -21.56754 0.1 0.1 0.0 0.06
H 3.61780 0.96820 -22.69833 0.1 -0.1 0.2 0.10
H 5.00132 0.83195 -21.58391 0.0 0.0 0.0 0.11
H 5.45183 -0.09476 -23.58825 0.0 0.1 -0.3 0.03
C -2.32680 -1.04397 -29.21945 0.1 0.1 -0.2 -0.09
C -3.66993 -1.44577 -29.78795 -0.7 0.5 1.0 -0.28
O -4.71020 -0.71368 -29.06673 0.7 -0.3 -0.3 -0.09
H -2.12670 -1.52614 -28.26357 0.0 0.0 0.0 0.06
H -2.26264 0.03710 -29.09046 -0.1 0.0 0.0 0.08
H -1.54817 -1.33671 -29.93027 0.1 -0.1 0.1 0.07
H -3.82349 -2.51430 -29.59188 0.0 0.0 -0.5 0.09
H -3.71579 -1.19941 -30.84944 -0.1 -0.2 -0.1 0.11
H -5.57295 -1.06920 -29.29861 0.1 0.0 -0.1 0.07
C 7.35170 -1.77869 -24.66461 0.1 0.5 -0.3 -0.09
C 6.22710 -2.70692 -24.26546 0.3 0.0 0.0 -0.32
O 5.19308 -1.92811 -23.70746 -0.4 0.0 0.2 -0.12
H 7.01579 -1.02562 -25.38912 -0.1 -0.2 0.1 0.08
H 8.17616 -2.31317 -25.13720 0.0 -0.1 0.2 0.07
H 7.72163 -1.20195 -23.81193 0.0 -0.3 0.0 0.08
H 6.59159 -3.42150 -23.51518 0.0 -0.1 -0.2 0.11
H 5.86716 -3.25956 -25.14189 0.0 0.0 0.1 0.12
H 4.37689 -2.46595 -23.60925 0.2 0.2 -0.1 0.05
```
Forces are in eV/Å.

Summary:
**DFT total energy**: -2325.48307 Ha
**Molar mass**: 691.03 g mol⁻¹
**LUMO level**: 0.0012 Eh
**Energy above the lowest of the compared OMol25 structures with the same formula, charge and spin**: 356.0 kJ/mol

DFT (the ωB97M-V functional and the def2-TZVPD basis) results for 10 unconnected molecules or ions with the total composition C30H90O40P10.

Structure (XYZ):
```
170
Properties=species:S:1:pos:R:3:forces:R:3:lowdin_charge:R:1
C 7.20306 -3.78884 -2.08579 0.7 0.0 0.3 -0.10
O 5.90320 -4.33292 -1.92652 -1.6 0.0 -0.5 -0.22
P 4.79717 -4.27504 -3.09061 -0.5 -0.9 0.1 0.45
O 4.79468 -3.08482 -3.96419 0.1 -0.5 0.7 -0.25
O 5.06303 -5.66062 -3.88583 0.2 0.6 -0.1 -0.22
C 6.05427 -5.71569 -4.92682 -0.3 -0.1 -1.0 -0.11
O 3.39553 -4.62423 -2.30805 1.8 0.7 -0.8 -0.20
C 2.24388 -3.84746 -2.69015 -0.4 1.1 0.3 -0.11
H 7.28507 -2.93115 -1.41814 0.1 0.1 -0.2 0.08
H 7.47253 -3.53812 -3.11176 -0.4 0.2 0.0 0.09
H 7.90689 -4.55697 -1.76531 0.0 0.0 0.1 0.09
H 5.68428 -6.36334 -5.72165 -0.2 -0.4 0.3 0.08
H 7.02968 -6.10697 -4.63773 -0.2 0.1 0.6 0.08
H 6.19793 -4.78874 -5.48199 -0.1 0.5 0.6 0.08
H 1.74963 -3.37782 -1.83970 0.2 -0.7 0.8 0.07
H 1.50069 -4.44042 -3.22321 0.4 -0.1 -0.2 0.06
H 2.53157 -2.92368 -3.19211 0.2 -0.4 -0.8 0.08
C -5.08440 -2.78889 -0.63176 0.6 -0.2 -1.2 -0.07
O -5.17091 -1.59707 0.17860 -0.4 0.5 0.2 -0.24
P -5.50004 -0.14045 -0.44420 -1.4 -0.5 0.7 0.47
O -4.71160 0.18655 -1.63885 -1.0 -0.2 0.0 -0.21
O -5.18561 0.87790 0.76084 0.0 -2.6 -0.2 -0.25
C -5.14032 2.22956 0.44959 0.1 1.9 0.2 -0.12
O -7.16036 -0.06313 -0.48541 3.1 -0.6 -2.7 -0.25
C -8.02868 -0.42277 0.57151 1.2 1.4 0.9 -0.08
H -5.41227 -2.63170 -1.65933 -0.3 0.3 0.1 0.08
H -5.59284 -3.68165 -0.26766 -0.5 0.6 0.7 0.09
H -4.05415 -3.11865 -0.76574 0.3 0.4 0.4 0.08
H -5.31837 2.73376 1.39943 -0.1 0.2 -0.1 0.09
H -5.87779 2.54260 -0.28949 -0.2 -0.2 0.1 0.10
H -4.17481 2.57056 0.07597 0.2 -0.4 0.0 0.09
H -8.37992 0.58759 0.78105 -1.1 -0.5 0.8 0.09
H -7.37216 -0.72474 1.38753 -0.6 -0.4 0.4 0.08
H -8.79153 -1.15657 0.31132 0.2 0.2 -0.2 0.10
C -4.74137 -0.10322 3.58919 -0.5 0.1 0.8 -0.06
O -5.65032 1.03833 3.76318 0.4 0.1 1.1 -0.25
P -6.62772 1.25410 5.06453 -1.1 -0.1 -1.2 0.46
O -7.61114 0.16759 5.32682 1.5 0.8 0.0 -0.26
O -7.38808 2.60963 4.58804 1.2 -0.6 0.7 -0.24
C -7.97871 2.80353 3.27901 1.1 0.2 0.6 -0.07
O -5.68015 1.68164 6.31500 -1.0 -0.5 -0.6 -0.23
C -6.22178 1.59642 7.67788 -0.4 0.3 0.0 -0.08
H -5.11168 -0.73094 2.77867 -0.3 -0.1 0.4 0.07
H -4.63665 -0.58667 4.56048 -0.3 -0.5 -0.2 0.09
H -3.71406 0.13448 3.31309 -0.2 1.0 -0.1 0.07
H -7.52808 3.70526 2.86439 -0.2 0.2 0.2 0.08
H -9.04224 2.96702 3.45298 0.1 -0.5 -0.5 0.10
H -7.62575 2.01705 2.61195 -0.8 -0.3 0.0 0.06
H -7.26251 1.27277 7.69289 0.1 -0.1 -0.3 0.08
H -6.17612 2.58028 8.14482 0.1 0.1 -0.4 0.08
H -5.66554 0.92251 8.32945 0.3 -0.2 -0.6 0.09
C -2.17379 -4.07910 -6.85616 -0.2 0.3 -0.3 -0.08
O -2.56210 -5.03507 -5.83549 0.5 0.5 0.3 -0.22
P -1.85979 -4.83636 -4.39976 -0.1 -1.4 -0.4 0.42
O -0.43375 -5.27010 -4.33963 -1.8 0.9 0.1 -0.23
O -2.20837 -3.32602 -4.03138 0.0 -2.4 -1.2 -0.24
C -1.21876 -2.49508 -3.49337 -1.1 1.4 1.2 -0.10
O -2.89990 -5.59824 -3.43138 0.2 -0.7 -0.8 -0.23
C -3.24003 -7.01372 -3.65842 0.6 0.2 0.0 -0.07
H -1.23203 -3.57810 -6.63215 0.1 -0.2 0.1 0.09
H -2.93847 -3.30970 -6.96289 -0.1 -0.1 0.2 0.07
H -2.08915 -4.56278 -7.82930 0.1 -0.3 0.3 0.09
H -0.35572 -2.98297 -3.04035 0.0 0.0 -0.6 0.08
H -1.84927 -2.09188 -2.70091 0.9 0.8 0.5 0.07
H -1.05932 -1.70920 -4.23166 0.8 -0.1 0.2 0.10
H -2.59195 -7.49292 -4.39222 0.3 0.3 0.0 0.08
H -4.25409 -7.14584 -4.03569 -0.1 0.5 0.2 0.09
H -3.10618 -7.54662 -2.71704 -0.1 0.2 0.0 0.09
C 5.99308 2.80837 -1.15314 -0.4 0.2 0.9 -0.09
O 7.14148 2.73827 -2.03414 1.0 0.5 0.0 -0.24
P 8.40751 3.77622 -1.77552 2.0 -0.5 2.1 0.55
O 9.82362 3.49530 -2.28951 -4.3 0.3 0.4 -0.28
O 7.76985 5.23036 -2.08964 0.7 -1.2 -0.6 -0.22
C 6.78795 5.27833 -3.15557 -1.0 0.4 0.9 -0.09
O 8.44536 3.83000 -0.11728 0.1 0.2 -1.4 -0.25
C 9.39103 2.98701 0.57142 0.2 -0.5 -0.1 -0.10
H 5.67338 3.83180 -0.95698 0.3 0.2 -0.1 0.08
H 6.14165 2.31514 -0.19254 0.8 0.2 0.0 0.07
H 5.08602 2.29465 -1.47164 0.5 -0.2 -1.3 0.09
H 6.63624 4.28747 -3.58368 0.0 0.3 -0.2 0.08
H 6.92432 6.06178 -3.90102 1.0 -0.2 0.1 0.09
H 5.89886 5.61087 -2.61981 -0.4 -0.3 -0.2 0.08
H 10.05802 3.52048 1.24865 -0.2 0.7 -0.3 0.08
H 10.00855 2.44966 -0.14832 0.0 0.0 0.1 0.08
H 8.87160 2.27850 1.21663 -0.4 -0.1 -0.3 0.08
C -1.34846 0.96695 -2.13490 -1.5 1.0 -0.1 -0.08
O -0.77049 1.32104 -0.85153 0.5 -0.7 -0.7 -0.21
P 0.21845 0.29988 -0.12361 0.8 -1.2 0.1 0.49
O 0.90834 -0.69076 -1.03556 -1.5 1.8 1.5 -0.26
O 1.18679 1.27481 0.74592 -2.4 -1.9 -0.3 -0.23
C 2.05408 2.13024 0.04087 1.3 0.0 -0.5 -0.13
O -0.68360 -0.36376 1.05879 0.3 0.0 -0.3 -0.23
C -2.04644 -0.86690 0.90752 0.1 0.9 -0.6 -0.06
H -1.52712 -0.09013 -2.33177 0.4 0.1 0.5 0.05
H -0.91368 1.44334 -3.01360 1.0 -0.1 0.4 0.09
H -2.31955 1.46044 -2.09556 -0.3 -0.3 0.1 0.07
H 2.96536 2.13422 0.63891 -0.1 0.5 -0.1 0.07
H 1.62914 3.12394 -0.10090 0.0 -0.1 0.1 0.08
H 2.32913 1.68593 -0.91570 -0.1 0.0 -0.2 0.09
H -2.37324 -1.50053 1.73202 0.8 -0.1 0.1 0.09
H -2.19391 -1.40849 -0.02684 0.3 -0.1 0.0 0.08
H -2.74126 -0.02707 0.91100 0.1 0.2 -0.1 0.07
C 2.15868 6.22193 3.95661 0.9 1.6 1.2 -0.13
O 0.95087 5.52141 3.78546 -0.4 -2.5 -1.4 -0.21
P 0.94162 4.22351 2.77315 1.3 -0.3 -1.1 0.50
O 2.19408 3.39785 2.75213 -2.0 1.5 0.6 -0.23
O -0.44807 3.46437 3.03952 1.5 0.6 -0.8 -0.21
C -0.68442 2.73208 4.21950 -1.0 0.4 1.8 -0.10
O 0.69137 4.85636 1.29522 -0.3 -0.5 1.7 -0.22
C -0.49780 5.58194 1.00694 -0.6 1.1 -0.9 -0.11
H 2.29008 7.04979 3.25984 -0.5 0.0 -0.3 0.09
H 3.13135 5.73035 3.97578 -0.5 -1.1 -0.3 0.09
H 2.06399 6.64589 4.95630 0.1 0.3 0.0 0.09
H -1.38720 3.35776 4.76970 -0.1 -0.1 0.4 0.09
H 0.16275 2.57165 4.88632 0.4 0.1 -0.5 0.09
H -1.20156 1.78093 4.09304 0.3 0.0 -0.8 0.09
H -0.27231 6.63025 0.81123 0.5 0.0 0.0 0.09
H -1.30022 5.64359 1.74208 0.4 -0.7 0.5 0.09
H -0.93753 5.21207 0.08069 0.1 -0.3 0.1 0.09
C -4.39366 -1.20428 -4.69015 0.3 -1.6 0.3 -0.10
O -5.09563 -0.17467 -5.36377 -1.0 0.5 -1.6 -0.20
P -5.61355 -0.37451 -6.88843 -0.1 1.0 -0.3 0.49
O -4.84986 -1.37541 -7.63139 -0.1 0.2 -0.1 -0.23
O -7.21303 -0.65284 -6.83047 1.9 0.3 1.3 -0.23
C -8.04066 -0.54329 -7.95152 -0.6 0.1 -1.4 -0.13
O -5.56706 1.15018 -7.54262 0.6 -3.1 0.8 -0.22
C -6.10104 2.14778 -6.73501 -0.5 1.7 0.7 -0.16
H -4.92687 -1.45968 -3.77442 0.1 0.3 0.0 0.07
H -3.34603 -0.99547 -4.47342 -0.2 0.9 0.1 0.08
H -4.30104 -2.12355 -5.26848 -0.4 0.1 -0.3 0.07
H -7.69898 0.13836 -8.73043 0.3 0.5 0.4 0.09
H -9.01622 -0.20551 -7.60182 0.0 -0.2 -0.1 0.09
H -8.10776 -1.47171 -8.51864 -0.2 -0.4 0.5 0.09
H -5.41934 2.50228 -5.96188 0.4 -0.1 -0.2 0.09
H -6.98552 1.86722 -6.16309 -0.3 -0.3 -0.4 0.09
H -6.33110 2.97147 -7.41081 -0.1 0.1 0.2 0.09
C 3.90787 -1.02072 -0.29213 -0.3 -0.6 0.2 -0.08
O 4.27597 -0.00857 0.67997 1.4 -0.3 0.8 -0.25
P 5.67263 -0.27073 1.48175 -1.0 0.1 -0.1 0.49
O 6.73751 -0.89868 0.66545 -0.6 1.1 1.0 -0.24
O 5.95810 1.21911 2.10445 0.6 -2.7 -1.9 -0.24
C 5.00221 1.85626 2.90385 -0.4 0.6 1.3 -0.12
O 5.17899 -1.19137 2.73405 -0.3 0.5 -2.2 -0.22
C 6.09262 -1.61726 3.70003 0.7 0.5 1.8 -0.12
H 4.62449 -1.84089 -0.24874 0.0 0.1 -0.3 0.08
H 3.83883 -0.60075 -1.29561 0.3 0.2 0.1 0.09
H 2.92053 -1.41379 -0.04974 0.1 0.2 0.2 0.07
H 5.42921 1.85302 3.90672 -0.2 0.4 0.2 0.09
H 4.02707 1.37671 2.98891 0.1 -0.1 -0.5 0.07
H 4.88654 2.87826 2.54294 -0.1 -0.1 0.1 0.09
H 7.12519 -1.79960 3.40229 -0.1 0.2 -0.7 0.09
H 5.79294 -2.51580 4.23940 -0.6 0.0 -0.4 0.09
H 6.07619 -0.80579 4.42759 0.5 -0.1 0.5 0.08
C 4.46123 -0.05013 7.11727 0.0 -0.8 0.8 -0.11
O 3.61060 -0.25188 5.97880 0.6 -1.0 0.0 -0.24
P 2.79851 -1.65655 5.91404 -1.2 0.7 -2.0 0.49
O 3.47470 -2.88264 6.41939 -0.9 1.8 -0.7 -0.24
O 2.31907 -1.65028 4.34841 0.8 0.0 2.2 -0.22
C 1.61071 -0.55781 3.70706 0.3 0.0 -0.3 -0.07
O 1.38472 -1.25001 6.64440 1.8 -0.3 -1.4 -0.22
C 1.29761 -1.57786 7.99185 -1.2 -1.2 1.4 -0.15
H 5.50314 0.21081 6.93171 -0.3 0.8 -0.9 0.08
H 4.65845 -0.99371 7.62607 -0.6 -0.2 0.2 0.08
H 3.94800 0.63843 7.78852 0.4 0.1 0.0 0.09
H 0.71191 -1.00026 3.27751 0.0 0.3 0.1 0.08
H 2.22561 -0.14398 2.90785 0.1 -0.4 -0.1 0.07
H 1.40285 0.31099 4.33162 -0.2 -0.4 0.5 0.08
H 1.31479 -0.72039 8.66457 0.3 0.2 -0.2 0.09
H 1.99456 -2.36012 8.29253 0.4 0.3 0.0 0.08
H 0.33382 -2.07090 8.11881 -0.3 0.2 0.2 0.09
```
Forces are in eV/Å.

Summary:
**Structure (SMILES)**: COP(=O)(OC)OC.COP(=O)(OC)OC.COP(=O)(OC)OC.COP(=O)(OC)OC.COP(=O)(OC)OC.COP(=O)(OC)OC.COP(=O)(OC)OC.COP(=O)(OC)OC.COP(=O)(OC)OC.COP(=O)(OC)OC
**DFT total energy**: -7620.94552 Ha
**Molar mass**: 1400.75 g mol⁻¹
**LUMO level**: 0.0029 Eh
**Energy above the lowest of the compared OMol25 structures with the same formula, charge and spin**: 599.5 kJ/mol

- The highest molar mass belongs to which entry?
  C30H90O40P10